1.
{"formula": "C13H13HgSe", "method": "ωB97M-V/def2-TZVPD", "symbols": ["Hg", "C", "C", "C", "C", "C", "C", "C", "H", "H", "H", "H", "H", "H", "H", "H", "Se", "C", "C", "C", "C", "C", "C", "H", "H", "H", "H", "H"], "coordinates": [[-1.21246, -0.36306, -0.04788], [-0.18342, 1.29524, 3.80804], [0.58018, 1.25740, 2.51327], [1.42939, 0.19539, 2.21230], [2.14512, 0.16734, 1.02247], [2.01441, 1.20125, 0.10591], [1.16891, 2.26473, 0.39330], [0.46352, 2.29181, 1.58762], [0.38135, 1.83338, 4.57269], [-0.37259, 0.28929, 4.18231], [-1.14135, 1.79858, 3.68011], [1.52840, -0.62152, 2.91787], [2.80235, -0.66611, 0.80942], [2.56467, 1.17759, -0.82562], [1.05426, 3.07398, -0.31660], [-0.19924, 3.12259, 1.80141], [-2.86952, 1.59860, 0.79277], [-4.48501, 0.67026, 0.37963], [-5.08720, -0.14649, 1.33467], [-6.27008, -0.80752, 1.04153], [-6.86187, -0.65900, -0.20524], [-6.26618, 0.15487, -1.15956], [-5.08306, 0.81717, -0.87051], [-4.62173, -0.25944, 2.30499], [-6.73149, -1.44084, 1.78839], [-7.78522, -1.17551, -0.43285], [-6.72452, 0.27399, -2.13292], [-4.61522, 1.45143, -1.61190]], "homo_ev": [-7.5, -8.4], "de_lowest_ev": 0.000, "spin_multiplicity": 2, "e_tot_ha": -3058.010646}

---

2.
{"formula": "C13H13N2", "method": "ωB97M-V/def2-TZVPD", "symbols": ["C", "C", "N", "C", "C", "C", "N", "C", "C", "C", "C", "C", "C", "C", "C", "H", "H", "H", "H", "H", "H", "H", "H", "H", "H", "H", "H", "H"], "coordinates": [[1.36013, 0.85891, -1.51816], [1.79232, 0.15612, -0.48366], [2.99448, 0.21955, 0.22840], [4.14592, 1.03710, -0.14969], [2.91918, -0.72717, 1.22048], [1.80246, -1.44612, 1.13978], [1.06917, -0.92914, 0.06790], [-0.08769, -1.41433, -0.36656], [-1.16484, -2.12895, -0.52326], [-2.52918, -1.71367, -0.37996], [-2.88352, -0.46409, -0.17972], [-4.18309, -0.01959, 0.33192], [-3.95803, 1.31282, 0.56122], [-2.64622, 1.73135, 0.23734], [-1.99233, 0.68708, -0.24868], [0.32645, 0.76630, -1.85326], [1.88696, 1.83728, -1.73428], [4.80526, 0.56300, -0.89395], [3.82285, 1.94822, -0.62279], [4.75793, 1.29369, 0.78368], [3.58377, -0.74109, 2.13035], [1.28961, -1.96414, 1.91622], [-1.15254, -3.03013, -1.14809], [-3.25822, -2.46201, -0.08915], [-4.93025, -0.62275, 0.56658], [-4.68409, 1.91853, 0.93840], [-2.26685, 2.76239, 0.35982], [-0.81962, 0.57082, -0.29088]], "smiles": "C=c1n(C)cc[n+]1=C=CC=C1C=CC=C1", "homo_ev": -11.8, "charge": 1, "de_lowest_ev": 5.225, "e_tot_ha": -612.227902}

---

3.
{"formula": "C13H13NO", "method": "ωB97M-V/def2-TZVPD", "symbols": ["N", "O", "C", "C", "C", "C", "C", "C", "C", "C", "C", "C", "C", "C", "C", "H", "H", "H", "H", "H", "H", "H", "H", "H", "H", "H", "H", "H"], "coordinates": [[-2.28428, 1.97921, 0.53476], [-2.19822, 0.90105, -0.37983], [-0.77237, 0.42445, -0.37424], [-0.52644, -0.76521, -1.05095], [-1.66572, -1.54494, -1.53161], [-1.54483, -2.84978, -1.75135], [-0.26827, -3.52015, -1.68155], [0.82333, -2.83440, -1.37104], [0.80788, -1.37460, -1.12287], [0.14026, 1.14325, 0.51539], [1.39128, 1.62827, -0.01191], [2.30551, 2.14589, 0.79686], [2.09266, 2.21838, 2.20135], [0.89322, 1.87797, 2.68858], [-0.06408, 1.30886, 1.82798], [-3.03532, 2.62195, 0.31653], [-2.60409, 1.61997, 1.43203], [-2.56071, -1.11693, -1.70147], [-2.42749, -3.47255, -1.87053], [-0.40874, -4.64332, -1.86036], [1.84766, -3.37463, -1.35965], [1.42496, -1.12525, -0.39389], [1.41045, -0.92314, -1.93499], [1.37166, 1.77287, -1.08183], [3.29591, 2.52543, 0.38623], [2.91543, 2.38853, 2.81367], [0.70526, 1.75965, 3.74588], [-1.06492, 1.22916, 2.21884]], "smiles": "NO/C(=C1\\C=CC=CC1)c1ccccc1", "homo_ev": -7.3, "de_lowest_ev": 5.994, "e_tot_ha": -632.986939}

---

4.
{"formula": "C13H13NO3", "method": "ωB97M-V/def2-TZVPD", "symbols": ["C", "C", "C", "C", "C", "C", "C", "C", "O", "N", "C", "C", "C", "C", "C", "O", "O", "H", "H", "H", "H", "H", "H", "H", "H", "H", "H", "H", "H", "H"], "coordinates": [[-6.21015, -0.13199, -0.83388], [-4.89862, 0.23104, -0.23896], [-4.53432, 1.26111, 0.58680], [-3.15709, 1.10563, 0.83249], [-2.76011, -0.01621, 0.13768], [-1.50019, -0.67422, -0.00161], [-0.34713, -0.29791, 0.57122], [0.88260, -1.07449, 0.34419], [0.93646, -2.07070, -0.35352], [1.97002, -0.59962, 1.01365], [3.28560, -1.18306, 0.84799], [4.19709, -0.28442, 0.07840], [4.28431, -0.01467, -1.25579], [5.30633, 0.95552, -1.39797], [5.76074, 1.20515, -0.14129], [5.09382, 0.46447, 0.76036], [-3.83296, -0.53928, -0.51132], [-6.14216, -0.14400, -1.92102], [-6.51087, -1.12718, -0.50829], [-6.96470, 0.58696, -0.53002], [-5.17465, 2.03037, 0.96789], [-2.53869, 1.73456, 1.43918], [-1.49243, -1.55693, -0.62813], [-0.28830, 0.57190, 1.20832], [1.90903, 0.27474, 1.50996], [3.12996, -2.11909, 0.30467], [3.72410, -1.38794, 1.82963], [3.69532, -0.45753, -2.03212], [5.65199, 1.39934, -2.30881], [6.52499, 1.85846, 0.23029]], "smiles": "Cc1ccc(/C=C/C(=O)NCc2ccco2)o1", "homo_ev": -8.0, "de_lowest_ev": 1.462, "e_tot_ha": -783.623325}

---

5.
{"formula": "C13H13O5V", "method": "ωB97M-V/def2-TZVPD", "symbols": ["V", "O", "C", "O", "C", "C", "C", "C", "C", "O", "C", "C", "O", "O", "H", "H", "H", "H", "H", "H", "H", "H", "C", "C", "C", "C", "C", "H", "H", "H", "H", "H"], "coordinates": [[0.03149, 0.07720, -0.21027], [2.61082, 0.04113, 3.05249], [1.64383, -0.15400, 2.32301], [1.59937, 0.03420, 1.04936], [0.41568, -0.84959, 2.92343], [0.04730, -2.08101, 2.08036], [-0.85409, -3.03227, 2.86759], [-2.20178, -2.25644, 2.86727], [-1.83084, -0.99946, 2.08054], [-0.88720, -1.53236, 1.10558], [-0.95018, -0.06356, 2.92446], [-0.96448, 1.34923, 2.32804], [-1.27099, 2.28282, 3.06260], [-0.78948, 1.40746, 1.05317], [0.69657, -1.13476, 3.93223], [0.87717, -2.54119, 1.55732], [-0.45914, -3.21450, 3.86785], [-0.94604, -3.98996, 2.35396], [-2.55802, -2.00651, 3.86745], [-2.98346, -2.81683, 2.35321], [-2.64506, -0.51208, 1.55746], [-1.33712, 0.03415, 3.93380], [0.33910, 1.18556, -2.12272], [1.21553, 0.06914, -2.10479], [0.43401, -1.11578, -2.06351], [-0.93835, -0.72540, -2.05668], [-0.99706, 0.68944, -2.10575], [0.63010, 2.21845, -2.20664], [2.29045, 0.11631, -2.13069], [0.80624, -2.12568, -2.09914], [-1.78227, -1.39386, -2.07762], [-1.89119, 1.28665, -2.15276]], "homo_ev": [-3.3, -5.4], "charge": -1, "de_lowest_ev": 0.000, "spin_multiplicity": 4, "e_tot_ha": -1823.539481}

---

6.
{"formula": "C13H14AuF6N2O9S3", "method": "ωB97M-V/def2-TZVPD", "symbols": ["Au", "O", "C", "O", "C", "C", "C", "C", "C", "N", "C", "O", "O", "H", "H", "H", "H", "C", "C", "S", "O", "C", "C", "H", "H", "H", "H", "H", "H", "H", "H", "H", "H", "F", "C", "F", "F", "S", "O", "O", "N", "S", "O", "O", "C", "F", "F", "F"], "coordinates": [[0.91583, 0.56002, -0.13782], [3.72578, -0.35202, 3.29746], [3.14601, 0.01111, 2.18031], [2.67399, -0.74222, 1.36141], [3.14268, 1.48624, 1.93684], [3.91097, 2.40696, 2.64113], [3.92783, 3.72601, 2.20505], [3.20248, 4.08778, 1.07839], [2.43814, 3.10456, 0.46106], [2.41175, 1.86861, 0.89791], [1.63370, 3.36254, -0.83802], [1.65849, 4.46628, -1.31773], [1.06018, 2.33118, -1.29225], [3.70629, -1.31841, 3.42969], [4.48470, 2.08346, 3.49650], [4.52023, 4.46287, 2.72843], [3.20999, 5.08599, 0.66714], [-2.96628, -0.53185, -3.69578], [-1.58581, -0.14855, -4.15948], [-0.20349, -0.74878, -3.05857], [-0.50338, -0.20379, -1.70868], [-0.39012, -2.58770, -2.92437], [-1.55430, -3.06748, -2.08769], [-3.68790, 0.15769, -4.12999], [-3.06601, -0.43344, -2.61361], [-3.22564, -1.54395, -3.99405], [-1.43599, 0.93188, -4.15364], [-1.33614, -0.54361, -5.14355], [0.54912, -2.89092, -2.46071], [-0.42038, -2.95279, -3.94960], [-1.74252, -2.39086, -1.25726], [-1.31054, -4.03334, -1.65015], [-2.46246, -3.16333, -2.67210], [1.09849, -1.90155, 3.50714], [0.03284, -1.27381, 3.00967], [-0.94403, -1.33208, 3.89478], [0.37943, 0.00987, 2.85795], [-0.45790, -2.10029, 1.37590], [0.43327, -1.49804, 0.39029], [-0.25710, -3.48565, 1.57110], [-1.96597, -1.75116, 1.12273], [-2.37299, -0.30132, 0.63137], [-3.00671, -0.30878, -0.64538], [-1.34123, 0.67080, 0.90509], [-3.76392, 0.11743, 1.84465], [-4.74175, -0.76250, 1.75419], [-4.23529, 1.32224, 1.56575], [-3.28433, 0.11468, 3.07853]], "homo_ev": [-13.0, -13.6], "charge": 1, "de_lowest_ev": 1.857, "e_tot_ha": -3219.522656}

---

7.
{"formula": "C13H14BeF3IN2", "method": "ωB97M-V/def2-TZVPD", "symbols": ["C", "C", "H", "H", "H", "H", "H", "H", "C", "C", "C", "C", "H", "H", "H", "H", "N", "C", "C", "N", "C", "C", "C", "H", "H", "C", "H", "H", "Be", "I", "F", "C", "F", "F"], "coordinates": [[1.31190, 0.68748, 4.48704], [1.19463, -0.74751, 4.52228], [2.01189, 1.19242, 3.69960], [1.67405, 1.12072, 5.40442], [0.27202, 1.01233, 4.21293], [1.82613, -1.38219, 3.76018], [1.46299, -1.06692, 5.53248], [0.18434, -1.03583, 4.24753], [-0.25530, 2.58054, -0.82415], [0.19536, 3.40991, -1.84917], [0.44746, 2.88983, -3.11201], [0.26970, 1.51160, -3.35837], [-0.48243, 2.92177, 0.19025], [0.34489, 4.47256, -1.62510], [0.77615, 3.52713, -3.92623], [0.44163, 1.04228, -4.30318], [-0.41965, 1.24738, -1.05237], [-0.15726, 0.71691, -2.27043], [-0.28664, -0.73119, -2.29744], [-0.64527, -1.22740, -1.05413], [-0.70789, -2.56102, -0.86106], [-0.08411, -2.95456, -3.17128], [-0.41533, -3.45966, -1.88939], [-0.97894, -2.88827, 0.14372], [-0.44989, -4.52380, -1.69688], [-0.01787, -1.58038, -3.36353], [0.23381, -1.12488, -4.34089], [0.11913, -3.64413, -3.99533], [-0.87351, 0.04108, 0.01382], [3.30114, -0.20344, 2.69275], [-2.81998, -1.05900, 1.59001], [-2.28066, 0.16286, 1.22356], [-3.36298, 0.93417, 0.85763], [-1.82951, 0.71921, 2.41277]], "homo_ev": [-9.1, -5.8], "de_lowest_ev": 0.000, "e_tot_ha": -1225.306635}

---

8.
{"formula": "C13H14BiBr2N2O2S4Sb", "method": "ωB97M-V/def2-TZVPD", "symbols": ["Bi", "Br", "C", "Br", "H", "H", "O", "C", "C", "C", "C", "N", "C", "C", "C", "C", "C", "C", "O", "C", "C", "N", "H", "H", "H", "H", "H", "H", "H", "H", "H", "H", "H", "H", "S", "Sb", "S", "S", "S"], "coordinates": [[1.01372, 4.66606, 0.65422], [0.37190, 3.17739, 3.72178], [-0.42144, 4.37981, 2.40528], [0.96251, 7.22765, 1.01561], [-0.59581, 5.32174, 2.91534], [-1.36207, 3.94851, 2.07369], [-2.63502, -3.60776, -0.59480], [-3.26122, -2.51507, -1.24488], [-2.73827, -1.21609, -0.67731], [-3.61250, -0.20851, -0.56385], [-3.42835, 1.16753, -0.12956], [-2.42482, 1.78164, 0.34385], [-0.46658, -0.32051, 0.07148], [-1.30464, -1.23981, -0.40431], [0.97153, -0.57186, 0.30643], [1.62683, -1.75939, -0.00538], [2.97734, -1.86874, 0.27641], [3.74162, -3.11960, -0.05388], [2.98410, -3.92296, -0.93363], [3.62341, -0.80073, 0.88834], [2.89821, 0.33812, 1.17245], [1.60986, 0.45135, 0.88201], [-3.01538, -4.42609, -0.92293], [-4.34647, -2.55608, -1.12545], [-3.03729, -2.52108, -2.32105], [-4.63791, -0.42758, -0.84292], [-4.32884, 1.77819, -0.18790], [-0.85641, -2.20315, -0.62086], [1.11181, -2.58236, -0.47896], [3.94689, -3.65322, 0.88349], [4.70470, -2.83620, -0.49088], [3.52012, -4.66362, -1.22622], [4.67643, -0.85484, 1.13384], [3.37076, 1.19769, 1.63382], [2.03987, 2.41272, -2.15954], [-0.19782, 2.48504, -1.85570], [-0.83421, 4.67418, -1.04102], [-0.84304, 1.39660, 0.56902], [-1.80353, 1.47103, -3.06603]], "homo_ev": -8.5, "e_tot_ha": -7959.385760}